No. 1
C44H41BrEuN3O6 | the ωB97M-V functional and the def2-TZVPD basis

Geometry (Å):
Eu 0.53360 -0.21288 0.42458
O 2.92650 -6.23847 -3.15782
C 2.23443 -5.15593 -3.75901
C 2.30729 -3.94165 -2.87630
C 2.18427 -2.66704 -3.41400
C 2.15881 -1.58501 -2.55265
N 2.28021 -1.69284 -1.23129
C 2.50105 -2.90875 -0.72265
C 2.48552 -4.05946 -1.50989
C 2.83723 -2.97316 0.72229
C 3.63417 -4.00809 1.20624
C 4.04076 -4.00105 2.53202
C 4.95171 -5.08382 3.05723
O 4.69365 -6.36191 2.50241
C 3.61727 -2.95032 3.33108
C 2.81916 -1.96444 2.77169
N 2.43351 -1.96462 1.50150
H 2.87256 -7.00092 -3.73685
H 1.17624 -5.40818 -3.90576
H 2.65857 -4.91069 -4.73864
H 2.07856 -2.52060 -4.48186
H 2.03257 -0.58083 -2.93353
H 2.60310 -5.04116 -1.07607
H 3.96714 -4.80591 0.55719
H 4.90228 -5.10701 4.15102
H 5.97878 -4.84357 2.77548
H 3.80226 -6.63084 2.74348
H 3.91055 -2.89283 4.37252
H 2.47130 -1.13079 3.37088
O -1.57823 -0.41862 0.97135
C -1.51966 -1.67090 1.06233
O -0.48414 -2.31575 0.74264
C -2.72618 -2.40538 1.57645
C -3.92199 -1.71153 1.73510
C -5.04152 -2.36036 2.23139
C -4.96993 -3.70312 2.57905
C -3.77679 -4.39557 2.42385
C -2.65767 -3.74947 1.91921
H -3.94715 -0.66365 1.46729
H -5.96904 -1.81421 2.35501
H -5.84442 -4.20697 2.97361
H -3.72125 -5.44218 2.69907
H -1.71948 -4.27290 1.78532
C -4.91790 1.82631 -3.42548
C -3.77003 2.60087 -3.31970
C -2.57287 2.03839 -2.90612
C -2.48441 0.67401 -2.59855
C -3.65925 -0.08417 -2.69190
C -4.85694 0.47845 -3.10250
C -1.26702 0.00271 -2.09545
C -0.00360 0.45034 -1.93529
C 0.56482 1.61832 -2.58877
C 1.28295 2.58968 -1.85808
C 1.92065 3.64679 -2.48520
C 1.92007 3.75382 -3.87052
C 1.27878 2.77165 -4.61830
C 0.61825 1.72740 -3.99563
H -5.85401 2.27379 -3.73861
H -3.81363 3.65695 -3.56273
H -1.69701 2.66137 -2.81053
H -3.61792 -1.13475 -2.42638
H -5.75030 -0.13240 -3.16719
H -1.49339 -1.00840 -1.74470
H 1.34145 2.49054 -0.77889
H 2.44187 4.38596 -1.88524
H 2.42756 4.57725 -4.35853
H 1.28762 2.83125 -5.70141
H 0.10872 0.97606 -4.58875
O -1.66137 2.29228 2.46697
C -1.31008 2.87903 1.48535
O -0.92867 2.27213 0.35211
C -1.36710 4.40874 1.35640
N -0.71911 4.87084 0.11456
C -1.57768 5.87101 -0.54713
C -2.62676 6.24673 0.49771
C -2.80929 4.92522 1.24439
H -0.90011 4.82053 2.25447
H -0.76348 3.00990 -0.27765
H 0.21514 5.21249 0.28296
H -2.06262 5.40373 -1.40926
H -0.99809 6.72187 -0.90430
H -3.54599 6.62909 0.05361
H -2.22989 7.00652 1.17636
H -3.40447 4.23139 0.64569
H -3.27248 5.03259 2.22242
Br 2.67780 3.21627 6.45069
C 2.20925 2.33215 4.81407
C 1.14774 1.44590 4.79503
C 0.81401 0.82830 3.59299
C 1.49775 1.03676 2.37478
C 2.56841 1.94520 2.48759
C 2.93179 2.59458 3.66727
H 0.57916 1.25197 5.69747
H -0.04706 0.16146 3.61967
H 3.17036 2.16311 1.60426
H 3.76279 3.29139 3.69101

Cartesian forces (eV/Å) of the 6 atoms listed first:
2.9 0.6 -0.8
0.1 0.0 0.1
-0.1 0.1 -0.1
0.1 0.0 0.0
0.0 -0.2 0.1
-0.1 0.2 -0.1

Values from the calculation:
- HOMO energy (spin up / spin down): -2.4 / -3.7 eV
- Net charge: -1
- Frontier orbital gap (spin up / spin down): 4.5079 / 5.8050 eV
- 2S+1: 8

No. 2
C44H41I3N7OS2Ti | the ωB97M-V functional and the def2-TZVPD basis

Geometry (Å):
Ti -0.13442 0.44768 0.58479
S 0.63954 0.00606 -1.79552
C 0.83494 2.31467 0.25731
C 2.10596 2.78006 0.08938
C 2.63111 3.87170 0.81777
C 1.83833 4.40249 1.87053
C 0.57304 3.95990 2.08012
N 0.04247 2.98561 1.24444
H 2.73550 2.27383 -0.63535
H 3.62602 4.24806 0.62355
H 2.23515 5.15565 2.54098
H -0.04889 4.31820 2.88818
S -1.30162 -1.84922 2.41578
C -0.59264 -0.36862 3.17287
N -1.08689 0.08011 4.26684
N -2.22724 -0.50402 4.76706
C -2.92744 0.13531 5.76330
C -2.41687 1.25494 6.43298
C -3.17415 1.87677 7.41544
C -4.43486 1.40830 7.76885
C -4.92311 0.27435 7.12745
C -4.18523 -0.35992 6.14217
N 0.38778 0.38869 2.52443
N 1.30111 -0.21663 1.62791
C 2.64656 0.05375 1.91445
C 3.61531 -0.16728 0.93672
C 4.95414 0.07384 1.20345
C 5.35839 0.56364 2.44198
C 4.39095 0.79664 3.41108
C 3.04990 0.53501 3.15868
H -2.68947 -1.21041 4.20988
H -1.43655 1.62038 6.15986
H -2.76988 2.75361 7.90870
H -5.02646 1.91832 8.51888
H -5.89590 -0.12216 7.39510
H -4.57826 -1.24071 5.64458
H 3.31582 -0.52848 -0.03844
H 5.68904 -0.12699 0.43189
H 6.40461 0.75930 2.64409
H 4.67917 1.18276 4.38262
H 2.29525 0.71043 3.91245
N -1.97184 3.90263 0.39015
C -1.41976 2.78878 1.14604
O -1.63515 1.57487 0.49458
C -2.07674 2.66915 2.54606
I -2.89420 4.41104 3.49210
H -2.73304 3.55132 -0.18011
H -1.25076 4.25520 -0.22821
H -1.38132 2.24704 3.26360
H -2.92757 2.00263 2.44808
C -1.30042 -1.40541 0.68252
C -2.24601 -1.88739 -0.05309
C -3.21368 -2.37575 -0.80321
C -3.13021 -3.79893 -1.26526
C -4.22991 -4.65483 -1.14627
C -4.13480 -5.99522 -1.49776
C -2.93137 -6.51714 -1.96176
C -1.82549 -5.68363 -2.05982
C -1.92875 -4.33991 -1.71638
C -4.37944 -1.49962 -1.13845
C -5.30724 -1.84416 -2.12146
C -6.34776 -0.98465 -2.46462
C -6.47958 0.24726 -1.84142
C -5.54466 0.61371 -0.87555
C -4.50988 -0.24155 -0.53355
H -5.16254 -4.26719 -0.75380
H -5.00216 -6.63804 -1.39456
H -2.85469 -7.56594 -2.22593
H -0.86591 -6.06467 -2.39094
H -1.04945 -3.71000 -1.77583
H -5.20260 -2.78588 -2.64586
H -7.05323 -1.28246 -3.23280
H -7.28667 0.91834 -2.11102
H -5.61895 1.57882 -0.38578
H -3.77398 0.06906 0.19847
C -1.10440 3.82969 -4.74959
N -0.29865 3.30867 -3.66774
C 0.90285 2.66126 -4.15285
C -1.03774 2.51267 -2.68269
C -1.48898 1.14483 -3.16308
C -2.63557 1.07573 -3.95644
C -3.12065 -0.12474 -4.45295
C -2.44392 -1.29514 -4.15129
C -1.31324 -1.25491 -3.34683
C -0.83673 -0.05222 -2.83940
H -0.52759 4.57979 -5.29761
H -1.99550 4.31642 -4.34607
H -1.42770 3.06264 -5.47469
H 1.48755 3.37794 -4.73608
H 0.69584 1.78698 -4.79125
H 1.50764 2.33397 -3.30819
H -1.92627 3.08136 -2.40184
H -0.41762 2.42811 -1.79294
H -3.17274 1.99448 -4.16375
H -4.02328 -0.14494 -5.05204
H -2.79921 -2.25197 -4.51672
H -0.80858 -2.17793 -3.10668
I 1.35497 -2.35522 -1.44973
I 2.33670 -5.26393 -1.14209

Cartesian forces (eV/Å) of the 6 atoms listed first:
0.6 0.2 -0.4
-0.1 -0.1 -0.5
-0.4 0.2 0.6
0.1 0.3 -0.2
-0.2 0.0 0.1
0.2 0.0 -0.2

Values from the calculation:
- HOMO energy (spin up / spin down): -0.6 / -2.7 eV
- ΔE to the lowest compared entry with this formula, charge and spin: 88.1 kJ/mol
- Net charge: -2
- Frontier orbital gap (spin up / spin down): 4.2549 / 6.2774 eV
- 2S+1: 2

No. 3
C44H41N10ORuSSi | the ωB97M-V functional and the def2-TZVPD basis

Geometry (Å):
Ru 1.54446 0.75517 -0.95733
C 4.13871 -1.40497 -0.80757
N 3.61254 -0.52835 -1.84602
C 3.48833 -1.06141 -3.20190
C 2.04454 -1.03461 -3.58911
N 1.20888 -0.20011 -3.03405
C -0.05012 -0.51761 -3.56622
C -1.31674 -0.02175 -3.26610
C -2.39191 -0.56070 -3.94163
C -2.22185 -1.57518 -4.89807
C -0.97774 -2.09328 -5.18810
C 0.09714 -1.54970 -4.49227
N 1.45112 -1.86032 -4.47647
C 3.40343 -1.15396 0.47143
N 2.68659 -0.07398 0.71232
C 2.20672 -0.22373 2.02660
C 1.44034 0.62812 2.81849
C 1.11816 0.19495 4.08852
C 1.56162 -1.04423 4.57827
C 2.34787 -1.88133 3.81418
C 2.65546 -1.43885 2.53333
N 3.41613 -2.00112 1.51204
H 5.20593 -1.23116 -0.64085
H 4.02721 -2.45386 -1.08840
H 4.12647 0.34476 -1.86621
H 3.88418 -2.07606 -3.28182
H 4.05957 -0.44368 -3.89763
H -1.44148 0.74053 -2.51369
H -3.39059 -0.19961 -3.73467
H -3.08962 -1.96690 -5.41114
H -0.85194 -2.88219 -5.91767
H 1.91051 -2.55050 -5.04742
H 1.13578 1.60021 2.45548
H 0.52395 0.82991 4.73257
H 1.30567 -1.33538 5.58790
H 2.71021 -2.82482 4.20018
H 3.93341 -2.86400 1.56567
C -8.14737 -3.68473 7.78300
O -7.34475 -4.47039 6.90766
C -6.47403 -3.83904 6.10407
C -5.75400 -4.65332 5.22430
C -4.84400 -4.10035 4.35682
C -4.62178 -2.71888 4.34293
C -5.33667 -1.91827 5.22450
C -6.25864 -2.46269 6.10485
C -3.64230 -2.16983 3.41034
N -2.84802 -2.88003 2.63281
C -2.10985 -1.96541 1.94413
C -2.44789 -0.67676 2.29532
N -3.43451 -0.82335 3.23890
C -1.83994 0.47512 1.71453
C -2.16275 1.81258 1.98306
C -1.47810 2.81400 1.34008
C -0.46459 2.48361 0.43845
N -0.14928 1.22143 0.16195
C -0.82505 0.22689 0.77765
C -0.46445 -1.09903 0.40582
N 0.51046 -1.19412 -0.51473
C 0.86564 -2.39785 -0.92769
C 0.27288 -3.56918 -0.44453
C -0.71203 -3.48008 0.51039
C -1.09933 -2.21167 0.95967
H -8.81734 -4.38078 8.27593
H -8.73124 -2.95072 7.22499
H -7.53195 -3.18108 8.53075
H -5.93806 -5.71902 5.24431
H -4.29450 -4.72550 3.66626
H -5.18694 -0.84443 5.25191
H -6.79422 -1.81697 6.78438
H -3.94282 -0.09431 3.70744
H -2.95040 2.05487 2.68553
H -1.70785 3.85440 1.51974
H 0.10541 3.24741 -0.06447
H 1.64730 -2.44690 -1.67196
H 0.59168 -4.52677 -0.83230
H -1.20124 -4.35556 0.91777
C 4.08276 5.01476 -5.57743
Si 4.11145 4.86238 -3.72299
C 4.25364 6.53337 -2.92753
C 5.52763 3.75916 -3.23114
C 2.41377 4.13446 -3.24140
C 1.29102 4.60437 -3.91500
C 0.01520 4.09133 -3.67190
C -0.11493 3.06658 -2.76920
N 0.94514 2.59629 -2.09048
C 2.14825 3.13330 -2.30110
S 3.23878 2.39271 -1.16856
H 5.04653 5.39500 -5.92498
H 3.31996 5.71098 -5.93152
H 3.91096 4.05147 -6.06305
H 5.15775 7.03701 -3.27873
H 4.31417 6.46051 -1.83945
H 3.40188 7.16927 -3.17867
H 6.44598 4.17072 -3.65761
H 5.40710 2.74427 -3.61806
H 5.66198 3.69955 -2.15032
H 1.40228 5.39415 -4.64949
H -0.85411 4.47593 -4.18620
H -1.07760 2.62883 -2.55235

Cartesian forces (eV/Å) of the 6 atoms listed first:
0.5 -0.8 0.6
-0.1 0.0 0.0
0.0 0.3 0.0
0.1 0.0 0.0
0.1 0.2 0.0
-0.7 -0.2 -0.2

Values from the calculation:
- HOMO energy (spin up / spin down): -11.7 / -11.7 eV
- ΔE to the lowest compared entry with this formula, charge and spin: 106.4 kJ/mol
- Net charge: +2
- Frontier orbital gap (spin up / spin down): 6.3011 / 6.3232 eV
- 2S+1: 2